# 1
A cluster of 2 separate species, C3H9NS in total in a non-equilibrium geometry, computed with the ωB97M-V functional and the def2-TZVPD basis.

Structure (XYZ):
```
14
C3H9NS the ωB97M-V functional and the def2-TZVPD basis
C -1.528 -0.413 -0.423
C -0.043 -0.162 -0.213
C 0.324 1.289 -0.396
S 3.235 -0.903 0.799
N 0.376 -0.567 1.134
H -2.124 0.417 -0.798
H -1.743 -1.222 -1.125
H -2.025 -0.768 0.482
H 0.521 -0.744 -0.948
H -0.014 1.800 0.497
H -0.031 1.829 -1.259
H 1.405 1.430 -0.318
H 0.257 -1.550 1.363
H 1.390 -0.436 1.204
```

HOMO level (Eh): -0.35457
Multiplicity: 1
E_LUMO (eV): -3.32



# 2
A cluster of 2 separate species, C3H9NS in total in a non-equilibrium geometry, computed with the ωB97M-V functional and the def2-TZVPD basis.

Structure (XYZ):
```
14
C3H9NS the ωB97M-V functional and the def2-TZVPD basis
C -1.253 -1.269 0.005
C -1.058 -0.809 1.236
N -1.773 0.202 1.845
H -0.832 -2.180 -0.379
H -1.823 -0.669 -0.686
H -0.257 -1.305 1.790
H -2.504 0.521 1.223
H -1.214 0.940 2.249
C 1.510 1.038 -1.536
S 2.119 0.593 0.095
H 0.444 1.273 -1.537
H 1.615 0.171 -2.177
H 2.042 1.884 -1.952
H 2.984 -0.390 -0.176
```

HOMO level (Eh): -0.30406
SMILES string: C=CN.CS
Multiplicity: 1
E_LUMO (eV): 0.91



# 3
A cluster of 2 separate species, C3H9NS in total in a non-equilibrium geometry, computed with the ωB97M-V functional and the def2-TZVPD basis.

Structure (XYZ):
```
14
C3H9NS the ωB97M-V functional and the def2-TZVPD basis
C 0.094 1.520 -0.152
C 0.621 0.229 0.607
C -0.431 -0.973 0.702
H -0.302 1.266 -1.056
H -0.587 2.218 0.539
H 1.066 2.106 -0.440
H 0.557 0.600 1.646
H 1.650 -0.068 -1.302
H 0.146 -2.356 0.578
H -1.250 -0.782 1.653
H -2.028 -1.178 -0.622
H -0.415 -1.274 -1.269
N -1.145 -0.723 -0.735
S 2.024 -0.586 -0.148
```

HOMO level (Eh): -0.32821
Multiplicity: 1
E_LUMO (eV): 0.85



# 4
An isolated molecule of C3H9NS in a non-equilibrium geometry, computed with the ωB97M-V functional and the def2-TZVPD basis.

Structure (XYZ):
```
14
C3H9NS the ωB97M-V functional and the def2-TZVPD basis
C -2.005 0.335 -1.405
N -1.045 0.498 -0.088
C 0.110 -0.389 0.136
C 1.161 -0.127 1.422
S 2.737 -1.027 0.958
H -1.831 -0.665 -1.772
H -1.585 0.957 -2.264
H -2.998 0.760 -1.324
H -0.718 1.421 -0.205
H -0.132 -1.467 0.098
H 0.751 -0.441 -0.780
H 1.226 1.000 1.557
H 0.696 -0.626 2.202
H 3.632 -0.230 1.465
```

HOMO level (Eh): -0.32154
SMILES string: CNCCS
Multiplicity: 1
E_LUMO (eV): 1.01



# 5
An isolated molecule of C3H9NS in a non-equilibrium geometry, computed with the ωB97M-V functional and the def2-TZVPD basis.

Structure (XYZ):
```
14
C3H9NS the ωB97M-V functional and the def2-TZVPD basis
C -0.944 -0.110 -2.142
C -0.027 0.217 -0.892
N 1.091 -0.852 -0.739
C -0.814 0.162 0.373
S 0.373 0.289 1.778
H -1.671 0.623 -2.487
H -0.207 -0.387 -2.944
H -1.577 -1.023 -1.941
H 0.546 1.246 -0.790
H 1.807 -0.625 -1.432
H 0.792 -1.819 -0.973
H -1.300 -0.802 0.639
H -1.546 1.010 0.383
H 0.271 1.503 2.245
```

HOMO level (Eh): -0.31535
SMILES string: C[C@H](N)CS
Multiplicity: 1
E_LUMO (eV): 1.00



# 6
An isolated molecule of C3H9NS2 in a non-equilibrium geometry, computed with the ωB97M-V functional and the def2-TZVPD basis.

Structure (XYZ):
```
15
C3H9NS2 the ωB97M-V functional and the def2-TZVPD basis
N 2.447 -1.094 -0.270
C 1.001 -0.831 -0.130
C 0.659 0.636 0.092
C -0.809 1.017 -0.152
S -1.892 -0.081 0.842
S -3.851 0.731 -0.240
H 2.571 -1.779 -1.002
H 2.827 -1.502 0.576
H 0.517 -1.088 -1.077
H 0.658 -1.455 0.694
H 0.771 0.765 1.183
H 1.229 1.271 -0.592
H -0.906 2.011 0.268
H -0.998 0.875 -1.215
H -4.224 0.523 1.022
```

HOMO level (Eh): -0.32082
SMILES string: NCCCSS
Multiplicity: 1
E_LUMO (eV): -0.78



# 7
An isolated molecule of C3H9NS2 in a non-equilibrium geometry, computed with the ωB97M-V functional and the def2-TZVPD basis.

Structure (XYZ):
```
15
C3H9NS2 the ωB97M-V functional and the def2-TZVPD basis
C -2.464 -0.551 0.292
S -1.113 0.363 1.131
S -0.038 1.146 -0.418
C 0.568 -0.469 -1.222
C 1.463 -1.260 -0.294
N 2.774 -0.656 -0.101
H -2.251 -1.357 -0.405
H -3.170 -0.906 1.052
H -2.909 0.237 -0.306
H 1.044 -0.272 -2.180
H -0.359 -0.995 -1.409
H 1.564 -2.271 -0.718
H 0.994 -1.488 0.665
H 3.335 -1.161 0.560
H 3.241 -0.307 -0.911
```

HOMO level (Eh): -0.30687
SMILES string: CSSCCN
Multiplicity: 1
E_LUMO (eV): 0.83



# 8
A cluster of 4 separate species, C3H9NS2 in total in a non-equilibrium geometry, computed with the ωB97M-V functional and the def2-TZVPD basis.

Structure (XYZ):
```
15
C3H9NS2 the ωB97M-V functional and the def2-TZVPD basis
N 0.734 1.002 1.212
C -0.387 0.262 0.765
C -0.590 -0.225 -0.723
C -0.140 -1.175 0.448
S -3.574 -0.791 -0.574
S 2.492 -0.083 -0.782
H 3.393 0.531 -1.548
H 0.492 1.994 1.395
H -1.311 0.427 1.325
H -0.793 1.461 -1.101
H -0.088 -0.599 -1.629
H -1.705 -0.382 -0.855
H -0.873 -1.876 0.840
H 0.829 -1.494 0.769
H 1.521 0.948 0.457
```

HOMO level (Eh): -0.29162
Multiplicity: 1
E_LUMO (eV): -3.84



# 9
An isolated molecule of C3H9NS2 in a non-equilibrium geometry, computed with the ωB97M-V functional and the def2-TZVPD basis.

Structure (XYZ):
```
15
C3H9NS2 the ωB97M-V functional and the def2-TZVPD basis
C -2.325 1.911 -0.625
S -1.232 1.072 0.526
S 0.225 0.394 -1.279
C 0.396 -1.177 -0.429
C 1.154 -1.198 0.897
N 2.417 -0.486 1.079
H -1.911 2.821 -1.068
H -2.515 1.163 -1.419
H -3.377 2.046 -0.356
H 0.707 -1.799 -1.255
H -0.615 -1.537 -0.205
H 1.468 -2.233 1.017
H 0.421 -0.959 1.665
H 2.273 0.516 1.259
H 2.914 -0.534 0.191
```

HOMO level (Eh): -0.32221
SMILES string: CSSCCN
Multiplicity: 1
E_LUMO (eV): -0.77



# 10
A cluster of 2 separate species, C3H9NS2 in total, computed with the ωB97M-V functional and the def2-TZVPD basis.

Structure (XYZ):
```
15
C3H9NS2 the ωB97M-V functional and the def2-TZVPD basis
C -1.352 0.353 -1.516
C -2.009 1.140 -0.670
N -1.497 2.313 -0.146
H -0.362 0.584 -1.884
H -1.809 -0.570 -1.832
H -3.068 0.927 -0.570
H -0.491 2.333 -0.190
H -1.968 2.726 0.637
C 2.139 -2.123 0.600
S 2.824 -0.599 1.255
S 1.147 0.628 1.233
H 2.961 -2.837 0.628
H 1.805 -1.994 -0.427
H 1.355 -2.535 1.239
H 0.325 -0.347 1.644
```

HOMO level (Eh): -0.29772
SMILES string: C=CN.CSS
Multiplicity: 1
E_LUMO (eV): 0.63



# 11
A cluster of 2 separate species, C3H9NS2 in total, computed with the ωB97M-V functional and the def2-TZVPD basis.

Structure (XYZ):
```
15
C3H9NS2 the ωB97M-V functional and the def2-TZVPD basis
C -1.013 -1.285 -0.635
C -0.492 -1.243 0.589
N -0.025 -2.332 1.310
H -1.017 -2.194 -1.221
H -1.399 -0.386 -1.091
H -0.423 -0.306 1.127
H 0.217 -3.156 0.778
H 0.679 -2.128 2.000
C -0.251 2.438 -0.069
S 0.947 2.285 -1.422
S 2.317 0.960 -0.611
H -0.856 3.315 -0.290
H -0.891 1.563 -0.031
H 0.277 2.590 0.869
H 1.931 -0.122 -1.303
```

HOMO level (Eh): -0.30916
SMILES string: C=CN.CSS
Multiplicity: 1
E_LUMO (eV): 0.51



# 12
A cluster of 2 separate species, C3H9NS2 in total in a non-equilibrium geometry, computed with the ωB97M-V functional and the def2-TZVPD basis.

Structure (XYZ):
```
15
C3H9NS2 the ωB97M-V functional and the def2-TZVPD basis
C -1.967 -0.033 -2.085
C -2.494 1.101 -1.599
N -1.758 2.151 -1.097
H -0.886 -0.174 -2.254
H -2.589 -0.901 -2.165
H -3.523 1.293 -1.818
H -0.764 2.084 -1.249
H -2.170 2.888 -0.554
C 1.433 -2.290 0.214
S 2.024 -0.782 1.067
S 0.296 0.472 1.173
H 1.587 -3.188 0.943
H 2.053 -2.521 -0.640
H 0.356 -2.263 -0.086
H -0.368 -0.638 0.965
```

HOMO level (Eh): -0.29442
SMILES string: C=CN.CSS
Multiplicity: 1
E_LUMO (eV): 0.39



# 13
A cluster of 2 separate species, C3H9NSi in total in a non-equilibrium geometry, computed with the ωB97M-V functional and the def2-TZVPD basis.

Structure (XYZ):
```
14
C3H9NSi the ωB97M-V functional and the def2-TZVPD basis
C -2.825 0.055 -0.255
C 1.526 -1.413 -0.204
C 0.776 1.448 0.060
N -1.878 -0.698 -0.447
Si 0.313 -0.170 0.742
H -3.890 -0.240 -0.474
H -2.790 1.077 0.033
H 1.332 -2.461 -0.394
H 1.708 -0.917 -1.241
H 2.479 -1.347 0.372
H 0.650 1.454 -1.014
H 0.361 2.346 0.401
H 1.884 1.428 0.300
H 0.355 -0.562 2.120
```

HOMO level (Eh): -0.27714
Multiplicity: 1
E_LUMO (eV): 0.50



# 14
A cluster of 2 separate species, C3H9NSi in total in a non-equilibrium geometry, computed with the ωB97M-V functional and the def2-TZVPD basis.

Structure (XYZ):
```
14
C3H9NSi the ωB97M-V functional and the def2-TZVPD basis
C 1.876 0.368 0.625
C -1.103 1.325 -0.138
C -0.790 -1.842 0.157
N 1.661 -0.307 -0.579
Si 0.075 -0.169 -0.039
H 2.554 -0.120 1.321
H 1.938 1.451 0.682
H -0.661 2.214 0.301
H -1.327 1.554 -1.176
H -2.047 1.138 0.367
H -0.449 -2.366 1.043
H -1.867 -1.737 0.215
H -0.557 -2.468 -0.700
H 2.451 0.101 -2.275
```

HOMO level (alpha / beta) (Eh): -0.31454 / -0.29236
Multiplicity: 1
E_LUMO (alpha / beta) (eV): -0.19 / 0.27



# 15
An isolated molecule of C3H9NSi in a non-equilibrium geometry, computed with the ωB97M-V functional and the def2-TZVPD basis.

Structure (XYZ):
```
14
C3H9NSi the ωB97M-V functional and the def2-TZVPD basis
C 0.338 -0.392 0.133
C 0.728 1.840 0.915
C 0.251 0.441 1.342
N -0.588 -1.250 -0.222
Si -1.015 -1.797 -1.822
H 1.171 0.032 -0.492
H 1.763 1.969 0.496
H 0.795 2.497 1.909
H -0.118 2.204 0.365
H -0.764 0.488 1.662
H 0.835 -0.002 2.109
H -2.307 -1.056 -2.062
H -1.170 -3.108 -1.530
H 0.080 -1.864 -2.802
```

HOMO level (alpha / beta) (Eh): -0.20600 / -0.37830
<S²>: 2.0062
Multiplicity: 3
E_LUMO (alpha / beta) (eV): 1.08 / -2.05



# 16
A cluster of 2 separate species, C3H9O in total in a non-equilibrium geometry, computed with the ωB97M-V functional and the def2-TZVPD basis.

Structure (XYZ):
```
13
C3H9O the ωB97M-V functional and the def2-TZVPD basis
C 2.089 0.312 1.793
H 1.512 0.777 0.977
H 3.087 0.181 1.517
H 1.836 0.850 2.745
H 1.579 -0.700 1.825
C -0.621 0.217 -1.411
O 0.214 0.911 -0.661
C -1.870 -0.499 -0.728
H -1.093 0.708 -2.428
H -0.115 -0.643 -1.820
H -2.854 0.058 -0.969
H -1.847 -1.499 -1.156
H -1.919 -0.674 0.316
```

HOMO level (Eh): -0.08099
Total charge: -1
Multiplicity: 1
E_LUMO (eV): 4.55



# 17
A cluster of 2 separate species, C3H9O2P in total in a non-equilibrium geometry, computed with the ωB97M-V functional and the def2-TZVPD basis.

Structure (XYZ):
```
15
C3H9O2P the ωB97M-V functional and the def2-TZVPD basis
C -2.872 0.237 0.591
C -1.384 0.550 0.206
C -0.511 -0.546 -0.286
O -0.550 -1.740 -0.150
O 0.542 0.045 -0.966
H -2.948 0.062 1.651
H -3.262 -0.655 0.112
H -3.526 1.126 0.301
H -0.697 0.760 1.074
H -1.276 1.216 -0.644
H 0.955 -0.750 -1.335
P 4.380 -0.038 -0.234
H 3.531 1.110 -0.584
H 3.809 -0.227 1.032
H 3.810 -1.150 -0.769
```

HOMO level (Eh): -0.35484
SMILES string: CCC(=O)O.P
Multiplicity: 1
E_LUMO (eV): 0.71



Results for energy above the lowest of the compared OMol25 structures with the same formula, charge and spin: 91.1, 26.4, 94.5, 49.4, 21.9, 31.2, 10.7, 258.8, 32.5, 24.7, 17.8, 41.5, 59.6, 94.1, 12.5, 19.3, 30.5 (in kcal per mole, following the order of the records).